Record 1
Molecular formula: C14H18BrClF6NO7S
Method: DFT, ωB97M-V/def2-TZVPD

XYZ file:
```
49
Properties=species:S:1:pos:R:3:forces:R:3:mulliken_charge:R:1
C -0.3343 3.1545 -0.0706 0.359 1.172 0.854 -0.7937
C -0.0238 2.3056 1.2613 1.400 0.072 -0.214 -0.4703
C -0.0783 0.7025 1.0993 1.160 1.039 1.166 -0.9370
Br 1.0574 0.0392 -0.4416 -0.663 0.707 0.776 -0.0250
C -1.5010 -0.0111 1.2377 2.568 -0.989 1.201 1.4249
N -1.5714 -0.2946 2.7393 0.086 -3.841 -0.227 -0.6859
C -1.2318 -1.5250 3.0037 1.378 -1.703 1.479 0.6774
O -0.8182 -2.6298 3.3865 -2.662 6.564 -2.087 -0.4833
O -1.2166 -1.3819 0.7339 -3.009 0.662 -2.763 -0.3119
S -2.5532 -1.9920 -0.1407 -0.421 -4.350 0.735 1.0753
O -2.9310 -3.2697 0.5821 0.964 4.438 -2.083 -0.5899
O -2.4156 -2.1488 -1.6224 -0.227 1.745 4.638 -0.5213
O -3.6025 -0.7737 0.4469 2.076 -0.909 -0.594 -0.4805
C -2.8837 0.5200 0.6310 -1.955 -1.466 -0.512 0.2001
C -3.9498 1.2179 1.6637 -0.195 -1.417 0.279 -0.2879
Cl -3.3554 2.7763 2.4140 -0.325 -1.068 -0.653 -0.1562
C -5.4426 1.3534 1.0912 -1.193 0.795 0.647 -0.4868
C -5.8740 2.8054 0.5512 -0.882 0.430 -0.765 -1.0126
C -2.9724 1.0587 -0.9052 -0.122 0.954 -2.721 0.6628
F -3.1981 2.4588 -1.0244 0.576 -3.380 0.503 -0.2251
F -4.0967 0.4336 -1.5827 2.797 1.916 1.752 -0.2592
F -1.8484 0.7383 -1.7092 -2.745 0.839 2.350 -0.1918
H -1.3288 3.7027 0.0924 1.312 -0.955 -0.706 0.1129
H -0.2571 2.5747 -1.0524 -0.351 0.672 1.611 0.2192
H 0.4714 3.9927 -0.1361 -1.406 -1.448 0.080 0.3653
H -0.5974 2.6746 2.2038 0.659 -0.844 -1.834 0.2365
H 1.0898 2.5352 1.5198 -1.902 -0.678 -0.432 0.4086
H 0.5451 0.3235 2.0083 -1.413 0.451 -1.755 0.4938
H -4.0248 0.4539 2.5379 0.537 1.393 -1.643 0.5026
H -6.1429 1.1394 1.9982 1.379 0.267 -1.512 0.4239
H -5.7476 0.5867 0.2992 1.067 0.906 1.222 0.2711
H -6.4580 2.6635 -0.4435 1.024 0.250 1.657 0.2818
H -5.0254 3.5324 0.3224 -1.034 -1.241 0.416 0.2819
H -6.6097 3.3577 1.2599 1.390 -1.087 -1.016 0.2866
C 6.9001 -3.2246 -2.3092 0.293 0.273 -0.244 -0.9936
C 5.3994 -3.4429 -2.3880 -0.239 -0.233 0.234 -0.2738
O 4.6958 -2.9949 -1.2419 0.917 -0.368 0.521 -0.4218
C 4.4113 -1.5725 -1.0980 -1.116 0.413 -1.836 0.4046
O 3.8299 -1.0949 -2.1834 0.424 0.493 0.991 -0.9080
C 5.6525 -0.7273 -0.6234 0.013 -0.730 -0.174 0.6439
F 6.4119 -1.4276 0.2672 0.134 0.210 0.051 -0.3007
F 5.2648 0.3937 0.0398 -0.032 -0.184 -0.245 -0.2807
F 6.4899 -0.3256 -1.6038 -0.190 0.176 0.241 -0.2732
H 7.2801 -3.4407 -1.3077 -0.080 -0.070 -0.070 0.2177
H 7.4164 -3.8644 -3.0323 -0.039 -0.074 0.030 0.4137
H 7.1632 -2.1964 -2.5549 0.019 -0.075 0.069 0.2010
H 5.2294 -4.5253 -2.4234 -0.150 0.033 0.123 0.2822
H 4.9828 -3.0438 -3.3181 -0.030 0.307 0.161 0.2680
H 3.7993 -1.5872 -0.1777 -0.149 -0.068 0.299 0.0138
```
Forces are in eV/Å.

Computed properties:
M in g/mol: 573.710
E_tot in Eh: -5157.14659
HOMO level in eV: -3.77
Max |F| in eV Å⁻¹: 7.4
Total charge: -1

=====

Record 2
Molecular formula: C17H24BNO9P
Method: DFT, ωB97M-V/def2-TZVPD

XYZ file:
```
53
Properties=species:S:1:pos:R:3:forces:R:3:mulliken_charge:R:1
C 5.9187 1.1079 0.1285 0.089 0.416 -0.139 -1.1144
C 5.4751 2.4729 -0.4134 -0.045 -0.031 0.689 -0.7432
C 4.0135 2.8136 -0.0669 0.608 0.019 -0.255 -0.4033
C 3.9311 3.2759 1.3763 0.220 -0.077 -0.030 -0.5286
N 2.5887 3.7157 1.8808 0.309 -0.538 -0.450 -0.3283
P 1.3009 3.6576 0.8367 -0.523 -0.013 0.463 0.1106
B 0.4870 1.8678 0.6442 -0.368 -0.309 -0.229 0.5924
C -0.2547 1.3871 -0.6295 0.028 -0.035 0.437 -0.7438
O 0.6342 1.1629 1.7740 1.095 0.527 -0.277 -0.5461
H 6.7246 0.7181 -0.4839 0.042 -0.212 -0.034 0.3538
H 6.3139 1.2101 1.1354 -0.050 -0.113 0.166 0.3430
H 5.0960 0.3974 0.1468 -0.018 -0.190 -0.088 0.2493
H 6.0936 3.2269 0.0737 0.167 0.196 -0.246 0.3519
H 5.6473 2.5660 -1.4794 -0.113 -0.122 -0.167 0.3966
H 3.4340 1.9028 -0.2388 -0.371 0.089 -0.057 0.1749
H 3.7134 3.6031 -0.7546 -0.280 0.040 -0.023 0.3487
H 4.2754 2.4600 2.0066 -0.077 -0.053 0.170 0.3559
H 4.6420 4.0857 1.5140 -0.109 0.247 0.066 0.3384
H 2.3508 3.1227 2.6702 -0.119 0.256 0.272 0.3522
H 1.6034 4.2559 -0.3794 0.124 0.132 0.004 0.1461
H 0.3245 4.4847 1.4000 -0.006 0.162 -0.064 0.1588
H -1.0498 2.0865 -0.8915 0.050 0.175 -0.200 0.2719
H -0.7471 0.4478 -0.3859 0.002 -0.196 -0.227 0.1861
H 0.3940 1.2425 -1.4905 -0.008 0.058 -0.185 0.3745
H 0.8041 0.2211 1.5959 -0.700 -0.694 0.467 0.3302
C -0.4993 -4.4072 3.8950 -0.126 -0.096 0.013 -0.9825
C 0.3305 -3.4331 3.5023 0.052 -0.120 0.110 0.3948
C 0.0249 -2.5591 2.3169 -0.436 -0.073 -0.339 1.1982
O 0.8355 -1.6793 2.0414 0.248 0.304 0.101 -0.7597
C -1.1820 -2.7935 1.5659 0.191 0.219 -0.021 -1.1637
C -2.0172 -3.7731 1.9524 -0.043 0.107 -0.160 0.3277
C -1.7300 -4.6380 3.1571 0.309 -0.043 0.286 0.9152
O -2.5507 -5.4846 3.4386 -0.139 -0.009 -0.118 -0.5890
O -3.1378 -4.0569 1.3255 -0.014 -0.039 0.040 -0.5508
O 1.4730 -3.1601 4.1194 -0.007 0.047 -0.030 -0.5646
H -0.2927 -5.0392 4.7467 0.023 0.017 0.011 0.4405
H -1.3795 -2.1697 0.7045 -0.037 -0.037 -0.022 0.5894
H -3.5493 -4.8005 1.8109 -0.023 -0.038 0.027 0.3727
H 1.8808 -2.4179 3.6404 0.039 0.035 -0.021 0.3326
C -3.6400 0.5817 -2.8716 0.172 -0.100 0.090 -1.0002
C -4.8060 0.8590 -3.4744 0.129 0.135 0.085 0.3956
C -5.6711 -0.2214 -4.0768 0.028 -0.400 -0.046 0.9067
O -6.7165 0.1284 -4.5849 -0.028 0.173 -0.004 -0.6004
C -5.2042 -1.5941 -4.0145 -0.130 0.060 -0.057 -0.9802
C -4.0378 -1.8670 -3.4144 -0.141 -0.089 -0.093 0.3302
C -3.1866 -0.7903 -2.7930 -0.063 0.333 -0.007 1.2308
O -2.1475 -1.1369 -2.2533 0.062 -0.114 0.079 -0.6366
O -3.5407 -3.0908 -3.3150 0.041 -0.007 0.034 -0.5702
O -5.2922 2.0798 -3.5905 -0.049 -0.004 -0.020 -0.5744
H -3.0160 1.3493 -2.4380 -0.023 0.036 -0.011 0.3534
H -5.8222 -2.3601 -4.4606 0.016 -0.023 0.011 0.4372
H -2.6954 -3.0103 -2.8365 0.047 0.010 0.024 0.3520
H -6.1446 1.9924 -4.0627 -0.047 -0.015 -0.024 0.3681
```
Forces are in eV/Å.

Computed properties:
M in g/mol: 428.163
E_tot in Eh: -1760.10485
HOMO level in eV: -11.61
Max |F| in eV Å⁻¹: 1.2
Total charge: +1

=====

Record 3
Molecular formula: C21H44AsAuOSe3Si3Te
Method: DFT, ωB97M-V/def2-TZVPD

XYZ file:
```
75
Properties=species:S:1:pos:R:3:forces:R:3:lowdin_spin:R:1
Au 0.9466 0.0330 0.5153 0.077 -0.280 -0.127 0.1243
Se 2.5053 -1.7986 1.7614 -0.458 0.279 0.112 0.5736
Se 4.7032 -1.6453 1.4291 0.196 -0.090 -0.218 0.2388
Te 5.2484 0.8799 1.4934 -0.073 0.100 0.020 0.3549
Se 3.3808 1.8521 0.3961 0.003 -0.034 0.094 0.5479
C 1.0411 3.2710 3.3607 -0.051 0.012 -0.012 0.0034
C 1.3838 1.7958 3.5763 0.029 -0.032 -0.079 0.0100
C 2.6245 1.6456 4.4523 -0.039 0.013 0.044 0.0044
C 0.1809 1.0371 4.0894 0.134 0.168 0.141 0.0063
C -0.0680 0.9711 5.4575 -0.021 -0.066 0.016 -0.0002
C -1.1966 0.3539 5.9689 0.020 0.000 -0.121 0.0049
C -2.0992 -0.2115 5.0773 0.023 -0.004 0.057 0.0000
C -1.8952 -0.1648 3.7081 -0.080 -0.095 0.044 0.0039
C -2.9372 -0.7697 2.7893 -0.060 0.009 0.041 0.0003
C -2.3745 -1.8529 1.8698 0.062 0.004 0.002 -0.0001
C -3.6792 0.3096 1.9971 0.025 0.037 -0.011 0.0002
C -0.7459 0.4787 3.1878 -0.147 -0.176 -0.105 0.0017
O -0.6256 0.5528 1.8705 0.184 0.353 0.116 0.0236
H 1.9055 3.8288 2.9913 0.021 0.001 -0.027 0.0022
H 0.7163 3.7266 4.2992 0.016 0.005 0.013 -0.0001
H 0.2283 3.3734 2.6401 -0.016 -0.006 -0.003 -0.0001
H 1.6301 1.3849 2.5925 0.009 -0.037 0.048 0.0112
H 2.5047 2.1484 5.4139 -0.009 -0.001 0.016 0.0006
H 3.4906 2.1003 3.9666 0.009 0.008 -0.027 0.0040
H 2.8466 0.5943 4.6494 0.012 0.005 -0.019 0.0016
H 0.6383 1.4222 6.1430 0.025 0.005 0.026 -0.0001
H -1.3714 0.3158 7.0356 -0.002 -0.004 0.021 0.0003
H -2.9904 -0.7045 5.4517 -0.011 0.004 0.018 -0.0001
H -3.6718 -1.2560 3.4412 0.004 0.019 -0.010 0.0000
H -1.6181 -1.4284 1.2076 -0.038 -0.021 0.010 -0.0003
H -3.1707 -2.2955 1.2658 -0.027 -0.022 -0.020 0.0000
H -1.9098 -2.6510 2.4521 0.018 -0.022 0.008 0.0000
H -2.9838 0.8470 1.3513 -0.016 -0.017 -0.004 0.0000
H -4.1371 1.0322 2.6745 -0.011 0.005 -0.002 0.0000
H -4.4696 -0.1286 1.3818 -0.003 -0.017 -0.012 0.0000
C 1.9009 2.4260 -3.0709 -0.004 0.007 0.014 0.0054
Si 1.9596 0.5782 -3.3465 0.043 0.003 0.089 0.0054
C 3.6170 -0.1653 -2.9112 -0.011 -0.008 0.007 0.0057
C 1.5964 0.2557 -5.1513 -0.012 -0.023 0.002 0.0013
As 0.4042 -0.3709 -1.8459 0.159 -0.182 -0.252 0.0264
Si -1.6567 0.7294 -2.2232 0.026 0.072 0.101 0.0073
C -3.0668 -0.3636 -1.6921 0.014 -0.066 0.024 0.0003
C -1.8479 1.1598 -4.0344 0.008 -0.001 0.003 0.0031
C -1.5497 2.2423 -1.1436 -0.032 -0.012 0.026 0.0023
Si 0.2435 -2.6802 -2.3347 0.038 -0.016 0.070 0.0012
C 0.0421 -2.9827 -4.1690 -0.025 0.030 -0.003 0.0008
C -1.2010 -3.3878 -1.3944 -0.012 0.012 0.006 -0.0002
C 1.8204 -3.4731 -1.7301 0.014 0.025 0.025 0.0045
H 2.7212 2.9066 -3.6090 0.013 0.023 -0.008 0.0000
H 1.9813 2.6987 -2.0191 0.015 -0.004 0.030 0.0045
H 0.9650 2.8398 -3.4508 -0.015 0.014 -0.018 0.0003
H 4.4243 0.3598 -3.4263 0.018 0.023 -0.012 0.0000
H 3.6537 -1.2130 -3.2155 0.016 -0.013 -0.017 0.0003
H 3.8036 -0.1188 -1.8373 0.005 -0.004 0.016 0.0056
H 2.3793 0.7450 -5.7373 0.006 0.006 -0.031 0.0003
H 0.6395 0.6711 -5.4635 -0.042 0.017 -0.002 0.0000
H 1.6068 -0.8032 -5.4038 0.012 -0.024 0.002 0.0000
H -3.2305 -1.1849 -2.3906 -0.010 -0.010 -0.027 0.0000
H -3.9797 0.2365 -1.6608 -0.022 0.007 0.016 0.0001
H -2.9031 -0.7777 -0.6963 -0.012 0.018 -0.014 0.0000
H -1.6902 0.2912 -4.6751 -0.016 -0.030 -0.017 0.0001
H -1.1574 1.9436 -4.3462 0.032 0.020 -0.011 0.0000
H -2.8637 1.5226 -4.2082 -0.021 0.023 -0.012 0.0005
H -1.4061 1.9354 -0.1031 -0.004 0.019 0.019 0.0011
H -2.4697 2.8286 -1.2074 -0.009 0.018 -0.003 0.0001
H -0.7139 2.8848 -1.4255 0.020 0.016 -0.017 0.0002
H -0.7418 -2.3664 -4.6113 -0.022 0.014 -0.009 0.0000
H -0.2254 -4.0302 -4.3262 -0.010 -0.028 -0.013 0.0000
H 0.9700 -2.7944 -4.7082 0.020 0.002 -0.019 0.0000
H -2.1598 -3.0893 -1.8157 -0.020 0.001 -0.010 0.0000
H -1.1849 -3.0824 -0.3478 0.011 -0.006 0.028 -0.0001
H -1.1428 -4.4786 -1.4299 0.000 -0.024 0.001 0.0000
H 2.7095 -3.0289 -2.1777 0.023 0.003 -0.022 0.0001
H 1.8135 -4.5390 -1.9708 -0.001 -0.018 -0.018 0.0000
H 1.9085 -3.3727 -0.6471 0.002 -0.005 0.006 0.0060
```
Forces are in eV/Å.

Computed properties:
2S+1: 3
M in g/mol: 1033.209
E_tot in Eh: -11614.20161
HOMO level (alpha / beta) in eV: -6.76 / -6.68
Max |F| in eV Å⁻¹: 0.5
Total charge: 0

=====

Record 4
Molecular formula: C5H6
Method: DFT, ωB97M-V/def2-TZVPD

XYZ file:
```
11
Properties=species:S:1:pos:R:3:forces:R:3:mulliken_charge:R:1
C -0.3544 -0.9360 1.2594 0.521 -0.998 0.200 -0.9812
C 0.3484 -0.3130 0.0441 -0.145 -1.253 0.645 0.3495
C 1.5394 -0.6481 -0.4700 -0.844 0.507 0.949 -0.8873
C -0.4583 0.6941 -0.4736 0.814 -0.402 -0.348 -0.6223
C -1.1802 1.5722 -0.7814 -2.742 3.411 -0.851 0.3160
H 0.1954 -1.9195 1.4605 -1.194 1.159 0.036 0.3002
H -1.4976 -1.0510 1.1103 2.094 -0.020 0.096 0.2959
H -0.1980 -0.2581 2.1261 -0.199 -0.463 -0.412 0.2577
H 1.8715 -0.0818 -1.3432 0.369 -0.535 0.382 0.3111
H 2.1192 -1.3358 0.1462 0.274 -0.040 -0.816 0.2646
H -1.8601 2.4308 -0.9712 1.052 -1.366 0.119 0.3957
```
Forces are in eV/Å.

Computed properties:
M in g/mol: 66.103
SMILES: C#CC(=C)C
E_tot in Eh: -194.01152
HOMO level in eV: -9.13
Max |F| in eV Å⁻¹: 4.5
Total charge: 0

=====

Record 5
Molecular formula: C8H14N2PReS
Method: DFT, ωB97M-V/def2-TZVPD

XYZ file:
```
27
Properties=species:S:1:pos:R:3:forces:R:3:lowdin_spin:R:1
C -3.8140 1.3024 0.8624 1.387 0.186 0.522 0.0896
C -3.3402 2.5468 1.2582 -0.251 -0.736 -2.221 0.1779
C -2.7460 2.4019 2.5560 -2.339 -0.092 2.777 0.3006
C -3.3414 1.2542 3.1706 2.188 -0.687 -1.433 -0.0150
C -3.6014 0.3835 2.0182 -1.329 2.811 1.097 0.4068
Re -0.4882 -1.4335 0.0739 -1.405 -1.290 -0.561 1.8804
P -1.1023 -0.5616 -1.9002 -1.326 -0.543 -0.420 0.0057
H -4.1433 0.9837 -0.1203 -0.261 0.246 0.236 0.0000
H -3.4581 3.5310 0.7468 0.385 -1.163 0.233 0.0061
H -2.2394 3.2193 3.0754 -0.175 -0.361 -0.073 0.0176
H -3.8280 -0.6599 2.0850 -0.142 -0.381 -0.117 0.0263
H -3.3926 0.9797 4.2456 0.586 0.102 -1.072 -0.0062
H -0.4072 0.4536 -2.6097 -0.384 -0.042 0.379 -0.0029
H -2.4140 -0.0417 -1.4712 0.891 0.136 -1.155 0.0103
H -1.3867 -1.4335 -3.0201 -0.093 0.614 0.478 -0.0056
S 1.0901 -0.3473 1.0399 1.818 0.799 1.521 0.0483
C 2.4259 -0.8545 0.0303 0.367 0.295 -1.208 0.0189
N 2.7242 -2.0630 -0.4624 -0.209 0.257 0.592 0.0299
C 3.8739 -1.9946 -1.3725 0.293 -0.769 -0.015 0.0021
C 4.0325 -0.4989 -1.5793 0.492 0.395 -1.022 0.0000
N 3.2110 0.0833 -0.5328 -0.383 -0.581 0.489 -0.0024
H 2.2203 -2.9209 -0.2235 0.383 0.671 0.075 0.0098
H 3.6852 -2.5479 -2.2962 -0.099 0.155 0.140 0.0006
H 4.7866 -2.4188 -0.9283 -0.438 0.020 0.135 0.0006
H 3.6686 -0.1838 -2.5663 0.012 -0.013 0.207 -0.0001
H 5.0862 -0.2268 -1.5170 -0.162 0.226 0.161 0.0000
H 2.8982 1.0474 -0.5626 0.195 -0.253 0.254 0.0006
```
Forces are in eV/Å.

Computed properties:
2S+1: 4
M in g/mol: 387.462
E_tot in Eh: -1240.04510
HOMO level (alpha / beta) in eV: -10.39 / -10.31
Max |F| in eV Å⁻¹: 3.6
Total charge: +1